A cluster of 7 separate species, C22H25BF6N4O20 in total at a distorted geometry. Source: OMol25; level of theory: ωB97M-V with the def2-TZVPD basis set.

Geometry as ORCA input:
```
! wB97M-V def2-TZVPD RIJCOSX def2/J DEFGRID3
* xyz 0 1
F 4.2349 -5.1581 -5.4600
O -6.7037 2.0770 -2.1564
H -0.5613 0.6439 -1.3647
C -5.7273 1.7199 -1.3009
C 1.9839 4.7852 4.1283
C 1.3530 1.5759 1.0948
O 0.7047 -1.9939 -2.3300
C -7.0558 3.4414 -1.9059
C 1.8541 7.0239 4.4455
C -5.8026 3.9713 -1.2352
H 1.2289 -0.8977 -0.7889
N 1.9206 2.3559 1.7076
H 3.4255 -7.2969 -4.8590
H 6.1804 -5.7994 -6.8938
C -2.6671 7.2196 7.6444
H -1.8456 2.9691 1.3938
H -0.9327 -0.8788 0.5124
H 5.5392 -3.9965 -4.4969
O -1.4633 2.2417 1.8902
F -0.2238 -5.0168 0.7876
C 6.5264 -5.0855 -6.1443
F -2.0517 7.6784 8.7585
C -3.9366 8.0937 6.0082
O 7.8647 -6.8866 -3.5861
N 0.1815 1.1843 -0.9342
C -0.1203 -0.5942 2.3885
O 0.9003 -4.2329 -2.3738
O 0.8944 6.4589 5.2444
C 5.5051 -4.9463 -5.0323
O 0.8353 -7.1828 -3.9298
F 0.3472 4.3521 5.8251
C 7.2053 -6.2404 -4.3217
O -0.1864 -6.1741 -5.6739
H -0.1854 5.1577 4.0827
H -3.0067 6.1991 7.8307
H -1.2383 6.5085 6.1473
O -4.9028 8.4881 5.4498
H 3.0332 -8.9077 -5.5114
O -2.8216 7.6261 5.4009
C 1.7719 -8.2383 -3.8454
C 0.6324 0.5547 0.2989
O -5.2904 0.6267 -1.1670
C 0.5411 -3.0647 -1.8269
N -3.0803 0.6179 1.0262
C 0.6899 -6.8433 -5.2498
O -3.7894 8.0321 7.3618
C -0.3531 -4.6408 -0.4987
H 1.8885 4.1147 3.2817
H 6.7928 -4.1472 -6.6205
H -7.3064 3.9431 -2.8349
O 5.8683 -5.9923 -4.1579
O 2.0969 8.1821 4.4182
C -0.5549 -0.0385 1.1066
C 2.6235 -8.0009 -5.0767
O -0.0475 -3.2548 -0.6212
F 2.4728 -8.1109 -2.6929
C 0.6624 5.1438 4.7712
H -1.3871 -4.7980 -0.8099
O -5.2940 2.8092 -0.6005
H 2.6692 4.3689 4.8677
B -1.7579 1.0037 1.3442
H -1.1678 8.2554 6.4783
H 0.3564 -6.1794 -1.8914
F -6.0647 4.9103 -0.3033
O 1.6868 -7.3957 -5.9725
H 1.6132 -5.4521 -0.8628
N 0.1811 -1.0450 3.3984
O 2.4547 6.0732 3.7056
H -3.1971 -0.0157 0.2460
H -0.1426 2.1305 -0.7826
O 1.5552 -0.4564 0.0111
H 1.2412 -9.1915 -3.8264
C 0.6852 -5.2694 -1.4061
C -1.8214 7.3866 6.3973
O 7.6471 -5.6297 -5.4467
H -7.9018 3.4798 -1.2185
H -3.7203 1.3877 0.8664
H -5.0480 4.3591 -1.9218
*
```

Results
* E_tot: -87113.6877 eV
* SMILES: N#C[C@@H](B(N)O)[C@](N)(O)C#N.O=C1OC[C@@H](F)O1.O=C1OC[C@@H](F)O1.O=C1OC[C@@H](F)O1.O=C1OC[C@@H](F)O1.O=C1OC[C@@H](F)O1.O=C1OC[C@@H](F)O1